C19H35F2IO12S3 | ωB97M-V/def2-TZVPD

Structure (SMILES): CC[C@@H](I)[C@@]1(CC(=O)F)OS(=O)(=O)O[C@]1(CC(=O)F)CC(C)C.CCOS(C)(=O)=O.CCOS(C)(=O)=O
HOMO energy, eV: -9.890
M, Da: 716.6

Last column: Mulliken charge in e.
Element x y z (Å)
I (-2.48908, -1.11318, 2.47507)  0.128
S (5.84903, -3.07173, 0.92941)  1.117
S (-1.73572, -0.56345, -1.70723)  0.864
S (-6.59100, 2.39022, -0.62165)  1.271
F (-2.11549, 2.74698, -1.32502)  -0.220
F (-0.37834, -4.04068, -0.04014)  -0.259
O (-6.38150, 3.92272, -1.02155)  -0.263
O (-7.78140, 1.91367, -1.25828)  -0.677
O (-0.78757, 3.78703, 0.09131)  -0.533
O (7.25979, -2.85945, 0.91687)  -0.611
O (-6.41850, 2.25855, 0.79351)  -0.614
O (-3.01234, 0.04850, -1.57035)  -0.400
O (-1.46341, -1.34010, -0.31593)  -0.274
O (-1.66870, -1.36232, -2.86629)  -0.697
O (5.53677, -4.55771, 0.46095)  -0.281
O (-0.50957, 0.45267, -1.56002)  -0.278
O (0.22038, -3.32348, -2.03822)  -0.492
O (4.95915, -2.17514, 0.25171)  -0.500
C (0.82119, -1.92482, -0.21324)  -0.760
C (1.22481, 1.29046, 0.11217)  -1.206
C (0.53752, -0.40784, 2.74755)  0.337
C (-0.22195, -0.89840, 0.30762)  1.670
C (-1.19444, 1.44898, 0.46092)  -0.495
C (-7.62128, 5.24731, 0.62796)  -0.991
C (2.54514, 0.48150, -1.95744)  -1.308
C (5.31890, -3.25370, 2.59923)  -0.958
C (2.08898, 1.67321, -1.10691)  0.358
C (-1.32490, 2.77237, -0.25172)  -0.320
C (-5.17535, 1.74411, -1.43754)  -0.680
C (6.92547, -4.97506, -1.52079)  -1.055
C (0.19129, -3.14460, -0.85353)  0.549
C (-7.48257, 4.82565, -0.82228)  -0.391
C (-0.08662, 0.53973, -0.17722)  1.007
C (1.47357, 2.74832, -2.00680)  -1.468
C (5.52599, -4.83353, -0.95626)  -0.222
C (-0.40896, -1.20532, 1.82829)  -2.345
C (0.15677, -0.59919, 4.23626)  -1.676
H (-0.20182, -1.59962, 4.44168)  0.396
H (4.25463, -3.47228, 2.60866)  0.274
H (1.52243, -0.86142, 2.65213)  0.197
H (1.78166, 0.11165, -2.63148)  0.311
H (1.49322, -1.53544, -0.96308)  -0.241
H (1.05637, 2.19873, 0.67525)  0.637
H (-5.12816, 0.68492, -1.21755)  0.450
H (-8.40640, 4.38084, -1.19603)  0.356
H (-6.66964, 5.61234, 1.01416)  0.265
H (5.88586, -4.05729, 3.06095)  0.343
H (1.85601, 0.67026, 0.74418)  0.470
H (-2.16868, 0.96892, 0.47952)  0.734
H (-0.54459, 0.17178, 4.52343)  0.389
H (1.46042, -2.31500, 0.57852)  0.485
H (0.43704, 2.56945, -2.27347)  0.179
H (5.51750, -2.31314, 3.10813)  0.381
H (3.42112, 0.79856, -2.51378)  0.630
H (-0.94610, 1.68261, 1.48659)  0.532
H (1.56691, 3.75539, -1.61193)  0.333
H (-7.26962, 5.69651, -1.44001)  0.270
H (4.96029, -4.06454, -1.48473)  0.236
H (-5.28327, 1.90284, -2.50678)  0.349
H (2.03043, 2.73722, -2.94152)  0.502
H (6.88166, -5.31993, -2.55378)  0.397
H (0.52350, 0.65382, 2.55136)  0.147
H (7.45648, -4.02394, -1.50162)  0.299
H (3.00163, 2.10533, -0.70135)  0.621
H (7.50685, -5.68477, -0.93276)  0.271
H (-7.92705, 4.40956, 1.25362)  0.293
H (4.98456, -5.77026, -1.07231)  0.300
H (2.91415, -0.29834, -1.29375)  0.037
H (-0.15152, -2.24629, 1.95682)  0.957
H (-4.29419, 2.24402, -1.05785)  0.028
H (-8.36980, 6.03469, 0.72268)  0.389
H (1.06207, -0.46944, 4.82567)  0.457